Entry from OMol25: a molecular structure, C47H49AsGeI2N4O6PdS (wB97M-V/def2-TZVPD).

Properties
F_max: 0.7 eV Å⁻¹
spin multiplicity: 6
HOMO level (spin up / spin down): -0.556 / -0.588 Eh
LUMO (spin up / spin down): -8.11 / -11.45 eV
gap between HOMO and LUMO (spin up / spin down): 7.01 / 4.56 eV
net charge: +3
energy: -215620.9146 eV

Geometry as XYZ:
```
112
Properties=species:S:1:pos:R:3:forces:R:3:lowdin_charge:R:1
Pd 0.017909 0.658690 -0.254094 -0.24 -0.22 0.04 0.57
N -2.069361 0.529899 3.356427 -0.02 0.00 0.07 0.24
C -1.446242 0.826214 2.227554 -0.06 -0.27 -0.27 -0.49
O -1.139615 -0.079479 1.408228 -0.10 0.09 0.54 -0.12
C -1.164478 2.255595 1.896087 0.11 0.10 -0.06 -0.13
C 0.042597 2.397961 1.002257 -0.03 0.25 0.31 -0.11
H -2.342519 -0.421453 3.545703 -0.04 -0.01 -0.02 0.14
H -2.378380 1.248344 3.990558 0.01 0.02 0.02 0.14
H -1.013631 2.847342 2.804280 -0.03 0.03 0.03 0.15
H -2.053387 2.661183 1.406964 -0.13 0.05 -0.04 0.10
H 0.996000 2.234984 1.494225 0.10 -0.07 0.01 0.05
H 0.033614 3.287032 0.382499 -0.02 -0.02 -0.13 0.07
I 1.871504 1.563576 -1.887681 0.41 0.26 -0.51 0.62
I 0.842082 1.312750 -4.919272 0.07 -0.05 0.12 0.65
C -7.082648 5.594181 1.262340 0.15 0.03 -0.01 -0.09
C -5.586276 5.723643 0.977271 -0.21 -0.03 -0.01 -0.28
S -4.852555 4.218953 0.405304 0.18 -0.13 0.14 0.66
O -5.333740 3.106640 1.199396 0.15 -0.01 -0.12 -0.32
O -3.413860 4.401309 0.297092 -0.12 -0.13 0.07 -0.33
C -5.475798 4.031299 -1.248795 0.05 -0.12 -0.10 -0.20
C -5.145015 2.665209 -1.855724 0.14 0.18 0.09 -0.09
N -3.698012 2.361485 -1.883570 -0.19 0.07 -0.07 0.07
C -3.077363 1.471645 -1.079494 -0.03 -0.16 -0.06 -0.30
N -1.754433 1.530142 -1.256778 0.26 0.07 0.07 0.04
C -1.522749 2.472893 -2.217540 0.04 0.06 0.05 -0.12
C -2.705217 2.979268 -2.615483 -0.21 0.09 -0.04 -0.13
N -2.889524 3.945474 -3.666994 0.06 0.12 -0.12 -0.31
O -1.900266 4.214476 -4.318123 -0.12 -0.08 0.17 0.11
O -4.000011 4.409267 -3.834708 0.04 -0.12 0.02 0.11
C -3.803780 0.483193 -0.238565 -0.06 0.10 -0.05 0.03
H -7.441868 6.524464 1.697353 0.01 0.02 0.00 0.09
H -7.277498 4.789000 1.967213 0.02 -0.01 0.00 0.08
H -7.660509 5.416247 0.355855 0.02 0.00 -0.01 0.08
H -5.009024 5.950874 1.876597 -0.02 0.05 -0.02 0.12
H -5.356460 6.473057 0.215912 0.03 0.02 0.10 0.12
H -5.051734 4.843208 -1.837174 -0.07 -0.02 -0.02 0.10
H -6.560068 4.139763 -1.205254 0.01 -0.03 -0.04 0.12
H -5.524579 2.653459 -2.871022 0.00 -0.06 -0.11 0.14
H -5.622516 1.869316 -1.292161 0.00 0.00 0.04 0.13
H -0.550364 2.755704 -2.570305 -0.01 0.01 0.05 0.00
H -4.455768 -0.127112 -0.868452 0.02 0.05 0.00 0.09
H -4.419385 0.972403 0.516759 0.02 0.05 0.06 0.08
H -3.088141 -0.180279 0.228595 0.06 -0.04 0.06 0.06
C 0.870091 -5.358083 1.378343 0.00 0.20 -0.17 0.08
C 1.298174 -5.378653 -0.001843 -0.11 -0.17 0.57 0.02
C 1.174486 -4.262854 -0.770000 -0.26 0.49 0.11 -0.06
C 0.552657 -3.106815 -0.222141 -0.09 0.06 0.59 -0.16
C 0.149481 -3.095262 1.183207 0.17 0.06 -0.62 -0.03
C 0.278215 -4.215626 1.949128 0.26 -0.51 -0.14 -0.02
Ge 0.058588 -1.600027 -1.419116 -0.02 -0.29 -0.34 1.01
C 1.260197 -1.735318 -2.929237 0.35 0.03 0.15 -0.39
C 2.645160 -1.764029 -2.724011 -0.40 -0.05 -0.09 -0.15
C 3.521049 -1.789372 -3.803388 -0.03 0.05 -0.27 -0.04
C 3.023374 -1.744701 -5.099572 0.01 -0.03 0.12 -0.05
C 1.643831 -1.711412 -5.317076 0.04 0.04 -0.03 -0.15
C 0.756599 -1.727820 -4.230243 0.12 0.20 -0.05 -0.21
C -1.787467 -1.842644 -1.914371 -0.05 -0.05 0.05 -0.31
C -2.331526 -1.069173 -2.944268 -0.13 -0.18 -0.02 -0.14
C -3.624372 -1.313944 -3.382197 0.01 0.04 -0.01 -0.06
C -4.385509 -2.314426 -2.783596 0.01 0.00 -0.01 -0.05
C -3.855954 -3.075629 -1.750422 0.03 0.00 0.04 -0.05
C -2.559832 -2.837668 -1.309672 -0.06 0.10 -0.09 -0.09
H 1.031043 -6.237230 1.992015 -0.03 -0.01 -0.07 0.14
H 1.708264 -6.289260 -0.420903 0.00 -0.03 0.10 0.14
H 1.498154 -4.269500 -1.802884 -0.03 0.05 -0.01 0.12
H -0.274866 -2.190079 1.599008 0.05 0.08 -0.11 0.09
H -0.038300 -4.224836 2.982352 0.04 -0.03 0.03 0.13
H 3.049568 -1.773749 -1.718093 -0.09 0.10 -0.14 0.07
H 4.590206 -1.820695 -3.629587 -0.07 -0.01 -0.02 0.11
H 3.701413 -1.751442 -5.943626 -0.03 0.03 0.02 0.13
H 1.252940 -1.704854 -6.328191 0.02 -0.07 0.03 0.12
H -0.310835 -1.731181 -4.415594 0.06 -0.09 -0.02 0.09
H -1.740834 -0.295286 -3.422049 -0.04 0.06 0.03 0.08
H -4.038935 -0.734111 -4.198800 0.01 -0.02 0.03 0.12
H -5.393186 -2.505250 -3.130081 0.02 0.00 0.00 0.12
H -4.449108 -3.856858 -1.292948 0.01 0.01 -0.01 0.12
H -2.158013 -3.440159 -0.501184 -0.01 0.00 -0.02 0.10
O 1.694592 -0.453477 0.710170 -0.11 -0.23 -0.05 -0.61
As 3.153692 -0.667500 1.536901 -0.05 0.21 0.01 1.24
C 3.832933 0.969211 2.228761 -0.03 0.05 0.00 -0.32
C 3.713651 2.148536 1.499548 0.11 0.07 0.11 -0.13
C 4.263975 3.320530 1.997879 -0.02 -0.01 -0.03 -0.05
C 4.929842 3.307701 3.217783 0.01 0.01 0.00 -0.04
C 5.051556 2.128566 3.940358 0.01 0.00 0.01 -0.04
C 4.505100 0.951800 3.447771 -0.01 0.03 0.00 -0.07
C 4.455357 -1.440722 0.388318 0.01 -0.10 -0.05 -0.31
C 4.313643 -2.769547 -0.013963 0.21 0.00 0.09 -0.14
C 5.230695 -3.321126 -0.895404 0.00 0.01 0.05 -0.06
C 6.282762 -2.545344 -1.373759 0.00 0.00 0.04 -0.05
C 6.417897 -1.221899 -0.975040 0.01 -0.02 -0.01 -0.04
C 5.504761 -0.662606 -0.089019 0.00 -0.06 -0.04 -0.06
C 2.839074 -1.819485 3.018375 -0.04 -0.10 0.03 -0.33
C 3.658513 -2.909453 3.295719 -0.08 0.02 0.09 -0.08
C 3.398921 -3.688149 4.419569 0.00 0.03 0.00 -0.05
C 2.342154 -3.364367 5.261970 0.00 -0.01 -0.03 -0.05
C 1.536957 -2.261356 4.989389 -0.01 -0.02 -0.02 -0.06
C 1.780916 -1.488313 3.864318 0.02 -0.12 0.04 -0.10
H 3.211828 2.152417 0.542424 -0.05 0.02 -0.07 0.01
H 4.183414 4.240854 1.432730 0.00 -0.03 0.02 0.12
H 5.363332 4.221520 3.603163 -0.02 -0.02 0.00 0.12
H 5.573999 2.124805 4.887851 0.00 -0.01 -0.02 0.12
H 4.604906 0.032259 4.011049 0.00 0.00 0.03 0.11
H 3.498556 -3.373098 0.368351 0.02 0.01 0.01 0.09
H 5.135772 -4.354903 -1.203187 0.02 0.01 0.01 0.12
H 7.008561 -2.981948 -2.048776 -0.02 0.02 0.01 0.12
H 7.242844 -0.626039 -1.342975 -0.01 -0.01 0.01 0.12
H 5.622856 0.365015 0.233139 0.00 -0.01 0.00 0.11
H 4.503010 -3.143111 2.660910 0.02 -0.01 0.00 0.11
H 4.039521 -4.530331 4.650789 -0.03 0.03 -0.01 0.12
H 2.156419 -3.961649 6.146360 0.01 0.03 -0.03 0.12
H 0.733429 -1.998811 5.666192 0.02 -0.01 -0.01 0.12
H 1.162885 -0.623853 3.650095 -0.02 0.02 0.00 0.10
```
Forces are in eV/Å.